Entry 1:
120
Properties=species:S:1:pos:R:3:lowdin_charge:R:1 method="wB97M-V/def2-TZVPD" smiles=OCCO.OCCO.OCCO.OCCO.OCCO.OCCO.OCCO.OCCO.OCCO.OCCO.OCCO.OCCO homo_energy_ev=-9.66 gap_ev=9.6 mol_weight_g_mol=744.8 relative_energy_kcal_mol=140.8
O 5.03280 -0.41491 -5.21763 -0.079
C 5.77132 -1.20943 -6.09873 -0.233
C 4.91210 -1.30105 -7.45782 -0.186
O 3.76391 -2.17492 -7.25810 -0.084
H 5.35858 -0.53409 -4.32249 0.085
H 6.80060 -0.85891 -6.17511 0.106
H 5.82244 -2.21053 -5.67062 0.107
H 5.50337 -1.76962 -8.24455 0.103
H 4.55059 -0.35641 -7.86411 0.111
H 3.07749 -1.50986 -7.16793 0.068
O -6.46833 -0.62869 6.94935 -0.047
C -5.12899 -0.95988 6.67069 -0.268
C -4.82750 -0.72493 5.22638 -0.252
O -5.01055 0.67572 4.91340 -0.070
H -6.49676 0.31747 6.78939 0.081
H -4.49323 -0.24535 7.19352 0.117
H -4.84889 -1.99566 6.86255 0.125
H -5.41959 -1.36310 4.57042 0.120
H -3.80122 -1.00356 4.98719 0.112
H -4.79962 0.77715 3.98236 0.082
O -5.43053 0.97255 -2.87865 -0.061
C -6.29215 -0.01281 -3.26376 -0.277
C -5.92364 -1.33546 -2.60922 -0.262
O -6.20712 -1.41418 -1.24001 -0.040
H -5.43394 1.68748 -3.51933 0.093
H -7.28825 0.40363 -3.11396 0.124
H -6.14433 -0.11975 -4.33838 0.118
H -4.88415 -1.59000 -2.81604 0.117
H -6.31123 -2.17661 -3.18398 0.111
H -5.67871 -2.14056 -0.90124 0.087
O 2.01088 4.58297 2.19297 -0.081
C 1.47696 5.85156 1.73065 -0.225
C 0.11729 6.21452 2.32408 -0.230
O -0.82053 5.48608 1.55219 -0.081
H 1.87569 4.50262 3.13999 0.073
H 2.20180 6.58701 2.07966 0.104
H 1.54589 5.90009 0.64392 0.122
H -0.14512 7.27148 2.27879 0.121
H 0.02621 5.91790 3.36898 0.114
H -0.73135 4.53561 1.65338 0.083
O 0.11823 -5.07187 3.18639 -0.081
C 0.28662 -5.48173 4.55177 -0.231
C 0.64746 -4.26766 5.39777 -0.230
O 1.89413 -3.73753 4.92614 -0.078
H 0.92371 -4.57886 3.01392 0.069
H -0.62550 -6.00930 4.83072 0.120
H 1.10991 -6.19442 4.50307 0.116
H 0.93216 -4.50541 6.42272 0.117
H -0.20404 -3.58782 5.36857 0.115
H 2.31686 -3.17790 5.58167 0.085
O 2.81974 -4.20519 -1.02601 -0.060
C 2.37234 -4.76034 -2.23870 -0.251
C 2.83221 -6.22752 -2.39696 -0.247
O 4.21286 -6.21895 -2.66732 -0.072
H 3.74879 -4.01698 -1.17778 0.083
H 1.28700 -4.75094 -2.33899 0.113
H 2.79883 -4.13568 -3.02356 0.117
H 2.29947 -6.72402 -3.20798 0.114
H 2.70750 -6.81466 -1.48712 0.120
H 4.24921 -6.29585 -3.62355 0.085
O 7.10301 -0.82050 -0.02935 -0.083
C 6.67427 -0.25010 1.17909 -0.232
C 7.12095 1.25923 1.15448 -0.241
O 8.51614 1.33467 1.35804 -0.075
H 8.04872 -0.74255 -0.17485 0.083
H 5.58511 -0.25021 1.13592 0.120
H 7.20719 -0.76433 1.97887 0.114
H 6.72645 1.75081 2.04377 0.108
H 6.74453 1.75973 0.26235 0.122
H 8.61685 1.13443 2.29152 0.084
O -2.43680 7.07902 -2.62957 -0.076
C -1.74141 8.28126 -3.05017 -0.212
C -2.49913 9.53342 -2.55918 -0.254
O -2.41484 9.76412 -1.16099 -0.069
H -2.25771 6.91739 -1.70037 0.076
H -0.74240 8.27086 -2.61430 0.112
H -1.55536 8.40202 -4.11736 0.113
H -3.54329 9.51915 -2.87166 0.117
H -2.09135 10.43267 -3.02087 0.109
H -3.28571 9.64846 -0.77396 0.082
O -1.27169 0.55465 -2.33752 -0.070
C -0.48874 0.89606 -1.20796 -0.218
C -1.17333 0.13629 0.01943 -0.235
O -2.35402 0.84606 0.19121 -0.083
H -2.05882 1.10105 -2.27867 0.071
H 0.51334 0.47034 -1.25982 0.110
H -0.43488 1.95793 -0.96786 0.115
H -0.58127 0.28680 0.92216 0.112
H -1.39017 -0.91980 -0.14110 0.117
H -2.96949 0.63281 -0.51401 0.074
O -1.78636 -8.65508 0.45704 -0.077
C -3.14635 -8.38429 0.16149 -0.236
C -3.38630 -7.10326 -0.73012 -0.197
O -3.46677 -6.02062 0.21912 -0.079
H -1.47098 -7.93162 1.00361 0.072
H -3.49875 -9.34745 -0.20759 0.113
H -3.60005 -8.25643 1.14428 0.112
H -4.21677 -7.18494 -1.43136 0.110
H -2.55635 -7.03654 -1.43358 0.108
H -2.62116 -5.96429 0.67009 0.072
O 1.08939 2.79775 6.90122 -0.064
C 0.03068 1.84116 7.19735 -0.227
C -0.02967 1.44922 8.65575 -0.296
O -0.34941 2.49749 9.49801 -0.044
H 0.81573 3.58562 7.37658 0.074
H -0.92392 2.15527 6.77526 0.115
H 0.08919 0.92232 6.61391 0.113
H 0.96449 1.12115 8.95926 0.119
H -0.66690 0.57148 8.76350 0.117
H -0.33454 2.09847 10.37103 0.092
O 2.29419 3.42410 -6.90784 -0.064
C 0.86634 3.42389 -6.86089 -0.218
C 0.31434 2.16854 -7.66362 -0.271
O 0.53294 0.99693 -6.97662 -0.061
H 2.59665 2.73001 -6.31762 0.080
H 0.47112 3.28522 -5.85458 0.107
H 0.39174 4.32022 -7.26021 0.111
H 0.77703 2.12335 -8.64950 0.119
H -0.75866 2.30224 -7.80097 0.107
H 0.02329 0.97739 -6.16331 0.090

Entry 2:
21
Properties=species:S:1:pos:R:3:lowdin_charge:R:1 method="wB97M-V/def2-TZVPD" charge=+1 homo_energy_ev=-12.77 gap_ev=9.6 mol_weight_g_mol=117.2 relative_energy_kcal_mol=90.6
C -0.52386 0.47840 -1.40767 -0.102
C -0.00715 0.54008 0.07164 -0.271
C 0.64173 -1.56776 -2.46313 -0.012
C -0.32713 1.97080 0.53245 -0.021
C 0.54132 -0.62514 2.13118 0.004
N -0.36624 -0.66184 0.97029 0.054
N 0.38682 -0.24499 -2.28925 -0.013
O 0.10775 -2.28322 -1.33716 -0.065
H -1.44540 0.00872 -1.23671 0.122
H -0.54985 1.47344 -1.66521 0.101
H 1.02140 0.54167 0.02518 0.116
H -1.31743 -0.52293 1.27476 0.178
H 0.44300 2.76415 0.39646 0.129
H -0.47458 1.91376 1.59986 0.079
H -1.18640 2.33060 0.10700 0.055
H 1.26998 -1.31407 1.85089 0.087
H 0.93749 0.41018 2.27688 0.116
H -0.03913 -0.86372 3.07951 0.140
H 0.57577 0.33647 -3.06562 0.112
H -0.12099 -1.53812 0.48760 0.139
H 0.43291 -3.14648 -1.33895 0.053

Entry 3:
16
Properties=species:S:1:pos:R:3:lowdin_charge:R:1 method="wB97M-V/def2-TZVPD" smiles="C=c1scc(C)c1=C" homo_energy_ev=-7.58 gap_ev=7.8 mol_weight_g_mol=124.2 relative_energy_kcal_mol=38.2
C 1.92353 1.71527 -1.63513 -0.008
C 1.26394 0.57438 -1.32262 -0.550
S 1.08187 -0.76037 -2.46716 0.949
C -0.07022 -1.63961 -1.43504 -0.331
C -0.36803 -0.96297 -0.32496 -0.350
C -1.15509 -1.50917 0.80002 -0.088
C 0.42519 0.32281 -0.12330 -0.282
C 0.21401 1.23006 0.82302 0.086
H 2.32864 1.90181 -2.60419 0.040
H 1.97710 2.66513 -1.09073 0.067
H -0.59582 -2.47783 -1.72012 0.057
H -1.30665 -0.87858 1.74345 0.078
H -0.74063 -2.55375 1.15648 0.115
H -2.20302 -1.89377 0.56573 0.092
H 0.78592 2.09316 0.93767 0.047
H -0.57639 0.84672 1.55797 0.078

Entry 4:
82
Properties=species:S:1:pos:R:3:lowdin_charge:R:1 method="wB97M-V/def2-TZVPD" charge=+2 homo_energy_ev="-11.90 / -11.90" gap_ev="5.3 / 5.1" mol_weight_g_mol=933.7 relative_energy_kcal_mol=76.5 spin_multiplicity=3 s_squared=2.013
Mo 0.50428 -0.25648 -0.12510 1.872
O -1.12101 3.75000 -1.38767 0.048
C -1.33637 3.47508 -2.67945 -0.248
C -1.80352 4.50798 -3.49602 0.011
C -2.06467 4.28705 -4.82869 -0.043
C -1.85405 3.02711 -5.38714 -0.069
C -1.36848 2.00577 -4.60831 -0.022
C -1.09941 2.20138 -3.24181 -0.089
C -0.52864 1.12224 -2.46347 -0.389
O -0.25540 1.24268 -1.18248 -0.263
N -0.18700 0.00579 -3.04240 0.004
N 0.44313 -0.83043 -2.20028 -0.230
C 1.00651 -1.84025 -2.80389 -0.908
S 0.88194 -2.00492 -4.52619 0.977
C 2.15836 -3.31892 -4.60082 -0.472
C 2.00502 -4.16805 -3.36593 -0.461
S 1.93965 -3.02080 -1.93737 0.946
H -0.89753 2.92553 -0.91487 0.011
H -1.94414 5.47570 -3.04167 0.126
H -2.43941 5.09093 -5.44207 0.117
H -2.06855 2.85696 -6.42980 0.109
H -1.17461 1.03098 -5.02592 0.109
H 3.13118 -2.82864 -4.65746 0.084
H 1.99198 -3.89747 -5.50640 0.096
H 2.83832 -4.85039 -3.21959 0.093
H 1.06552 -4.71839 -3.37603 0.091
N -1.41631 3.20981 3.14334 0.101
C -2.45710 3.09319 2.30296 -0.764
S -2.32018 2.03861 0.99459 0.831
N -3.52012 3.86337 2.53951 0.071
C -4.77800 3.91600 1.90272 -0.242
C -5.44048 5.14174 1.90762 -0.022
C -6.69653 5.25400 1.34330 -0.070
C -7.30796 4.14171 0.78569 -0.076
C -6.65715 2.91935 0.80225 -0.067
C -5.39414 2.79735 1.35573 -0.047
H -0.63787 2.58128 3.04411 0.085
H -1.46805 3.78558 3.96724 0.113
H -3.40686 4.58311 3.24623 0.156
H -4.96748 6.00607 2.35077 0.114
H -7.19890 6.20886 1.33976 0.111
H -8.29162 4.22832 0.35145 0.108
H -7.14085 2.05046 0.38280 0.102
H -4.90702 1.83527 1.38160 0.058
O -1.53735 -0.59653 2.84482 0.097
C -1.88596 -0.71827 1.68877 -0.574
O -0.95366 -0.62739 0.72979 -0.330
C -3.25273 -0.98091 1.21816 -0.195
C -3.47051 -1.26770 -0.13241 -0.020
C -4.74449 -1.49593 -0.62767 0.038
C -5.78826 -1.41340 0.27063 -0.190
O -7.10321 -1.57672 0.04611 0.068
C -7.74914 -1.45185 1.29941 -0.121
O -6.77722 -1.10005 2.26618 0.058
C -5.57926 -1.12278 1.63348 -0.191
C -4.32212 -0.90551 2.13365 0.082
H -2.61841 -1.31852 -0.80926 0.110
H -4.91293 -1.73381 -1.66454 0.127
H -8.21279 -2.41454 1.56853 0.150
H -8.52383 -0.67387 1.24606 0.147
H -4.14461 -0.68133 3.17161 0.141
C 2.48127 -4.39586 3.35277 0.015
N 2.03801 -3.13318 2.82172 -0.105
C 1.72181 -2.02386 3.54262 -0.011
C 1.35059 -1.06613 2.64618 -0.121
N 1.42908 -1.58542 1.37899 -0.091
C 1.85369 -2.83420 1.53125 -0.141
H 2.40739 -4.37629 4.43726 0.106
H 3.51718 -4.59465 3.07587 0.106
H 1.85825 -5.20289 2.96932 0.108
H 1.77103 -1.99484 4.61162 0.140
H 1.02885 -0.05306 2.83247 0.111
H 2.03982 -3.51571 0.72085 0.087
N 4.37514 -0.51983 -0.98267 0.243
C 3.35359 0.36294 -1.09433 -0.505
O 2.21557 0.07520 -0.59871 -0.283
C 3.53622 1.61403 -1.85014 -0.439
I 2.98869 1.26194 -3.96798 0.936
H 4.18578 -1.45529 -0.65776 0.107
H 5.27293 -0.32712 -1.39327 0.140
H 4.56596 1.95248 -1.87219 0.065
H 2.85744 2.39166 -1.50530 0.072